[1]
{
  "formula": "C3H13N2O",
  "method": "the ωB97M-V functional and the def2-TZVPD basis",
  "charge": 1,
  "orbital_gap_ev": 9.9,
  "e_lumo_ev": -3.15,
  "elements": ["O", "N", "N", "C", "C", "C", "H", "H", "H", "H", "H", "H", "H", "H", "H", "H", "H", "H", "H"],
  "positions_angstrom": [[-2.0627, 1.6655, -0.1791], [0.7559, 0.6118, -0.0272], [-1.1116, -1.1724, -0.6093], [0.2254, -1.7328, -0.2144], [1.3067, -0.6466, -0.5113], [1.1374, 1.1640, 1.2570], [-2.7654, 1.8343, 0.4606], [2.1969, 1.0624, 1.5052], [0.2756, -1.9612, 0.8420], [-1.0885, -0.1250, -0.6622], [-2.1473, 2.3971, -0.7916], [0.8730, 2.2159, 1.3137], [0.8664, 1.2340, -0.8177], [1.5831, -0.7112, -1.5610], [-1.7650, -1.4696, 0.0771], [0.5433, -2.5861, -0.7926], [-1.4794, -1.5996, -1.4512], [0.5045, 0.7139, 2.0201], [2.1517, -0.8944, 0.1419]]
}

---

[2]
{
  "formula": "C3H5NO2",
  "method": "the ωB97M-V functional and the def2-TZVPD basis",
  "orbital_gap_ev": 11.1,
  "e_lumo_ev": 0.88,
  "elements": ["O", "O", "N", "C", "C", "C", "H", "H", "H", "H", "H"],
  "positions_angstrom": [[0.2414, 1.5081, 1.0800], [-0.1075, -1.2900, -0.6314], [-1.8981, 0.2668, -0.6835], [1.0392, -0.8148, 0.1537], [0.5116, 0.6628, -0.0096], [-0.6934, -0.0603, -0.5560], [-0.6681, 1.3856, 1.4049], [1.1273, 1.2286, -0.7015], [0.9586, -1.0060, 1.2157], [1.9187, -1.3253, -0.2977], [-2.4297, -0.5555, -0.9747]]
}

---

In the order shown, the computed energy relative to the best compared isomer or geometry (same formula, charge and spin) values come out to 26.0, 49.6 kcal per mole.